Entry 1:
2 unconnected molecules or ions with the total composition C2H8O2, computed with wB97M-V/def2-TZVPD.

Results
**HOMO energy**: -10.3 eV
**Kohn-Sham gap**: 11.057 eV
**Relative energy (zero: lowest compared OMol25 entry of this formula, charge and spin)**: 108.0 kJ/mol
**SMILES string**: CO.CO

```
12
C2H8O2 | OMol25 | wB97M-V/def2-TZVPD
C 18.87 14.53 -25.58
O 19.50 15.56 -26.28
H 17.83 14.69 -25.87
H 19.33 13.58 -25.84
H 18.81 14.61 -24.50
H 18.99 16.35 -26.09
C 22.32 14.29 -31.68
O 22.80 15.19 -30.73
H 21.30 13.94 -31.54
H 22.28 14.65 -32.71
H 22.90 13.37 -31.66
H 22.10 15.73 -30.37
```

Charges in e, computed with natural (NBO), in the same order as the atoms: -0.24, -0.71, 0.16, 0.19, 0.15, 0.46, -0.25, -0.72, 0.16, 0.16, 0.18, 0.47

=====

Entry 2:
A molecular structure, C4H6N2O, computed with wB97M-V/def2-TZVPD.

Results
**HOMO energy**: -7.8 eV
**Kohn-Sham gap**: 8.418 eV
**Relative energy (zero: lowest compared OMol25 entry of this formula, charge and spin)**: 534.0 kJ/mol

```
13
C4H6N2O | OMol25 | wB97M-V/def2-TZVPD
N 0.98 0.00 1.58
C 0.16 -0.16 0.52
C 0.61 -0.75 -0.78
C -0.49 -0.64 -1.53
C -1.56 0.10 -0.70
O -0.42 1.43 -0.23
N -1.20 -0.44 0.62
H 1.94 0.25 1.37
H 0.60 0.48 2.38
H 1.61 -1.13 -0.98
H -0.63 -0.96 -2.56
H 0.07 1.72 -1.04
H -1.66 0.10 1.35
```

Charges in e, computed with natural (NBO), in the same order as the atoms: -0.77, 0.57, -0.30, -0.20, 0.08, -0.80, -0.67, 0.40, 0.40, 0.23, 0.22, 0.47, 0.38

=====

Entry 3:
A molecular structure, C3H5NO2, computed with wB97M-V/def2-TZVPD.

Results
**HOMO energy**: -10.1 eV
**Kohn-Sham gap**: 10.734 eV
**Relative energy (zero: lowest compared OMol25 entry of this formula, charge and spin)**: 148.5 kJ/mol

```
11
C3H5NO2 | OMol25 | wB97M-V/def2-TZVPD
N -0.53 0.74 1.33
C -0.20 -0.14 0.24
C -0.14 0.39 -1.19
O 0.99 -0.50 -1.44
C 1.14 -0.74 -0.09
O 1.98 -1.39 0.45
H -0.23 0.38 2.23
H -1.54 0.82 1.40
H -0.67 -1.16 0.20
H -1.00 0.17 -1.81
H 0.19 1.44 -1.32
```

Charges in e, computed with natural (NBO), in the same order as the atoms: -0.82, -0.18, -0.07, -0.49, 0.78, -0.54, 0.38, 0.37, 0.20, 0.19, 0.20

=====

Entry 4:
A molecular structure, C5H8Cl2N2O, computed with wB97M-V/def2-TZVPD.

Results
**HOMO energy**: -9.0 eV
**Kohn-Sham gap**: 9.495 eV
**Relative energy (zero: lowest compared OMol25 entry of this formula, charge and spin)**: 139.5 kJ/mol

```
18
C5H8Cl2N2O | OMol25 | wB97M-V/def2-TZVPD
C 1.47 1.53 0.45
C -0.54 -0.27 0.70
C 0.05 1.39 2.34
C 0.75 -0.20 -0.05
C 0.20 -1.18 -2.14
N 1.01 2.06 1.47
N -0.24 -0.04 2.06
O 0.85 -0.08 -1.39
Cl 1.92 -1.48 0.45
Cl -1.37 -0.75 3.24
H 2.05 1.99 -0.31
H -1.15 0.61 0.39
H -0.87 -1.33 0.51
H 0.30 1.61 3.38
H -0.98 1.82 2.26
H 0.31 -2.12 -1.74
H 0.62 -1.15 -3.13
H -0.92 -0.95 -2.04
```

Charges in e, computed with natural (NBO), in the same order as the atoms: 0.17, -0.35, -0.10, 0.29, -0.26, -0.42, -0.40, -0.54, -0.09, 0.09, 0.19, 0.20, 0.24, 0.23, 0.18, 0.19, 0.21, 0.18

=====

Entry 5:
C20H34N4O3 in the gas phase, computed with wB97M-V/def2-TZVPD.

Results
**HOMO energy**: -8.2 eV
**Kohn-Sham gap**: 8.879 eV
**Relative energy (zero: lowest compared OMol25 entry of this formula, charge and spin)**: 1.0 kJ/mol
**SMILES string**: CCN(C[C@@H](C)NC(=O)c1ccn(C)c1)C(=O)COC[C@@H](C)N1CCCC1

```
61
C20H34N4O3 | OMol25 | wB97M-V/def2-TZVPD
C 0.65 0.65 -2.98
C 0.72 1.31 -1.61
N 1.49 0.55 -0.63
C 2.95 0.56 -0.79
C 3.71 1.55 0.10
C 3.30 3.00 -0.13
N 3.59 1.15 1.48
C 4.47 1.58 2.42
O 5.33 2.41 2.18
C 4.33 0.96 3.76
C 5.08 1.34 4.90
C 4.67 0.53 5.93
N 3.71 -0.33 5.45
C 2.98 -1.29 6.24
C 3.49 -0.06 4.14
C 0.94 -0.25 0.31
O 1.61 -0.87 1.13
C -0.57 -0.35 0.39
O -1.11 -0.77 -0.84
C -2.53 -0.85 -0.81
C -3.02 -1.26 -2.19
C -2.44 -2.62 -2.56
N -4.48 -1.28 -2.21
C -5.04 -1.74 -3.47
C -6.52 -1.37 -3.38
C -6.55 -0.17 -2.42
C -5.09 0.03 -2.01
H 0.07 1.27 -3.66
H 1.64 0.52 -3.41
H 0.17 -0.32 -2.90
H 1.19 2.29 -1.69
H -0.28 1.48 -1.22
H 3.32 -0.45 -0.60
H 3.16 0.81 -1.83
H 4.77 1.46 -0.18
H 3.44 3.28 -1.17
H 2.26 3.15 0.15
H 3.92 3.64 0.49
H 2.98 0.37 1.68
H 5.83 2.10 4.94
H 4.99 0.48 6.96
H 2.67 -2.12 5.61
H 3.63 -1.69 7.03
H 2.10 -0.85 6.71
H 2.77 -0.64 3.57
H -0.79 -1.07 1.18
H -0.99 0.62 0.69
H -2.85 -1.59 -0.07
H -2.93 0.12 -0.52
H -2.64 -0.51 -2.91
H -1.37 -2.63 -2.39
H -2.89 -3.40 -1.93
H -2.63 -2.87 -3.60
H -4.56 -1.22 -4.32
H -4.88 -2.81 -3.60
H -6.93 -1.13 -4.36
H -7.10 -2.20 -2.98
H -6.96 0.73 -2.88
H -7.16 -0.40 -1.54
H -5.00 0.37 -0.98
H -4.61 0.79 -2.66
```

Charges in e, computed with natural (NBO), in the same order as the atoms: -0.62, -0.21, -0.43, -0.22, -0.05, -0.62, -0.65, 0.68, -0.65, -0.22, -0.25, -0.08, -0.32, -0.40, -0.04, 0.68, -0.67, -0.15, -0.55, -0.06, -0.04, -0.63, -0.44, -0.22, -0.41, -0.41, -0.22, 0.21, 0.20, 0.23, 0.20, 0.21, 0.23, 0.21, 0.21, 0.20, 0.20, 0.25, 0.43, 0.24, 0.21, 0.21, 0.21, 0.20, 0.22, 0.20, 0.18, 0.18, 0.17, 0.16, 0.23, 0.21, 0.21, 0.16, 0.21, 0.21, 0.21, 0.21, 0.21, 0.20, 0.16

=====

Entry 6:
A gas-phase ion, C3H5N2O (charge +1), computed with wB97M-V/def2-TZVPD.

Results
**HOMO energy**: -13.6 eV
**Total charge**: +1
**Kohn-Sham gap**: 8.786 eV
**Relative energy (zero: lowest compared OMol25 entry of this formula, charge and spin)**: 535.8 kJ/mol
**SMILES string**: C#[N+]CCN=O

```
11
C3H5N2O | OMol25 | wB97M-V/def2-TZVPD
C -1.78 -0.23 -1.37
N -1.19 0.22 -0.49
C -0.37 0.77 0.57
C 1.10 0.11 0.46
N 0.82 -1.21 0.08
O 1.72 -1.98 -0.23
H -2.33 -0.67 -2.24
H -1.00 0.46 1.40
H -0.27 1.90 0.56
H 1.83 0.60 -0.15
H 1.46 0.03 1.41
```

Charges in e, computed with natural (NBO), in the same order as the atoms: 0.46, -0.18, -0.26, -0.32, 0.08, -0.19, 0.33, 0.27, 0.29, 0.26, 0.27

=====

Entry 7:
2 unconnected molecules or ions with the total composition C3H8N2, computed with wB97M-V/def2-TZVPD.

Results
**HOMO energy (alpha / beta)**: -8.9 / -8.2 eV
**Kohn-Sham gap (alpha / beta)**: 9.177 / 8.575 eV
**Relative energy (zero: lowest compared OMol25 entry of this formula, charge and spin)**: 481.3 kJ/mol

```
13
C3H8N2 | OMol25 | wB97M-V/def2-TZVPD
C -2.11 0.18 0.24
C 1.14 -0.69 -0.15
C 0.78 0.69 0.41
N -3.24 -0.29 -0.03
N -0.23 1.41 -0.29
H -1.70 0.02 1.23
H -0.19 1.19 -1.29
H 1.82 -0.60 -1.00
H 1.63 -1.30 0.61
H 0.24 -1.21 -0.49
H 0.47 0.61 1.46
H 1.67 1.34 0.40
H -3.67 -0.15 -0.94
```

Charges in e, computed with natural (NBO), in the same order as the atoms: 0.25, -0.63, -0.27, -0.64, -0.57, 0.15, 0.32, 0.21, 0.21, 0.21, 0.18, 0.21, 0.37

=====

Entry 8:
A molecular structure, C56H43N5OP2S4Sn, computed with wB97M-V/def2-TZVPD.

Results
**HOMO energy**: -12.4 eV
**Total charge**: +2
**Kohn-Sham gap**: 4.416 eV
**Relative energy (zero: lowest compared OMol25 entry of this formula, charge and spin)**: 431.7 kJ/mol

```
112
C56H43N5OP2S4Sn | OMol25 | wB97M-V/def2-TZVPD
Sn -1.80 -1.20 -0.95
O -1.24 1.45 -0.49
S 0.17 1.26 -0.10
C 0.61 2.21 1.38
C 1.20 3.46 1.30
C 1.86 4.07 2.37
C 1.99 3.35 3.54
C 2.70 3.64 4.82
C 2.46 2.40 5.71
C 1.60 1.50 4.90
C 1.04 0.27 5.16
C 0.26 -0.33 4.17
C 0.02 0.25 2.93
P -1.21 -0.48 1.82
C -2.71 0.47 2.19
C -2.67 1.72 2.80
C -3.85 2.37 3.10
C -5.07 1.79 2.79
C -5.11 0.56 2.14
C -3.94 -0.10 1.84
C -1.52 -2.15 2.50
C -2.49 -2.45 3.45
C -2.59 -3.75 3.92
C -1.73 -4.74 3.46
C -0.76 -4.44 2.51
C -0.67 -3.15 2.03
C 0.63 1.49 2.60
C 1.37 2.09 3.64
C 1.12 2.14 -1.33
C 0.75 3.37 -1.82
C 1.64 4.17 -2.56
C 2.94 3.74 -2.73
C 4.15 4.35 -3.36
C 5.27 3.29 -3.21
C 4.62 2.12 -2.55
C 5.06 0.87 -2.18
C 4.14 -0.05 -1.65
C 2.81 0.27 -1.41
P 1.50 -1.00 -1.25
C 2.31 -2.25 -0.23
C 2.28 -3.61 -0.55
C 3.00 -4.50 0.23
C 3.72 -4.04 1.33
C 3.68 -2.70 1.69
C 2.97 -1.81 0.92
C 1.49 -1.52 -3.00
C 0.48 -1.00 -3.81
C 0.51 -1.24 -5.18
C 1.54 -1.99 -5.73
C 2.52 -2.53 -4.91
C 2.51 -2.29 -3.55
C 2.38 1.60 -1.64
C 3.28 2.46 -2.27
H 1.17 4.00 0.36
H 2.28 5.05 2.26
H 2.32 4.55 5.28
H 3.76 3.81 4.62
H 1.98 2.68 6.65
H 3.39 1.89 5.95
H 1.19 -0.22 6.11
H -0.21 -1.28 4.40
H -1.73 2.18 3.04
H -3.81 3.34 3.58
H -5.99 2.30 3.03
H -6.06 0.13 1.87
H -3.95 -1.08 1.36
H -3.16 -1.68 3.82
H -3.34 -3.99 4.66
H -1.81 -5.74 3.85
H -0.09 -5.20 2.15
H 0.08 -2.89 1.28
H -0.24 3.73 -1.62
H 1.31 5.12 -2.94
H 4.41 5.29 -2.86
H 3.96 4.59 -4.40
H 6.10 3.66 -2.61
H 5.69 3.02 -4.18
H 6.08 0.57 -2.33
H 4.49 -1.05 -1.44
H 1.70 -3.97 -1.39
H 3.03 -5.54 -0.05
H 4.29 -4.74 1.92
H 4.22 -2.36 2.55
H 2.94 -0.76 1.17
H -0.32 -0.41 -3.38
H -0.25 -0.82 -5.81
H 1.57 -2.16 -6.79
H 3.31 -3.13 -5.33
H 3.29 -2.69 -2.92
S -3.39 -3.26 -0.41
C -2.42 -4.14 -1.51
S -1.01 -3.42 -2.19
C -2.72 -5.45 -1.85
C -3.91 -6.08 -1.46
N -4.90 -6.59 -1.19
C -1.82 -6.22 -2.62
N -1.09 -6.84 -3.24
C -4.10 4.07 -1.24
C -4.80 2.81 -0.70
C -4.52 1.64 -1.57
N -3.80 0.63 -1.27
N -3.65 -0.27 -2.26
C -4.30 0.04 -3.35
N -4.31 -0.70 -4.46
S -5.14 1.56 -3.21
H -4.23 4.88 -0.53
H -4.53 4.37 -2.19
H -3.04 3.88 -1.37
H -5.87 2.98 -0.65
H -4.43 2.57 0.30
H -3.96 -1.65 -4.41
H -4.89 -0.45 -5.24
```

These are the Löwdin partial charges, in e, on atoms 1 to 99: 1.02, -0.57, 0.83, -0.26, -0.02, 0.02, -0.13, -0.08, -0.08, -0.13, 0.02, -0.02, -0.28, 1.05, -0.35, -0.05, -0.06, -0.06, -0.06, -0.13, -0.41, -0.07, -0.04, -0.04, -0.05, -0.12, -0.19, -0.08, -0.32, -0.06, 0.01, -0.12, -0.08, -0.08, -0.13, 0.02, -0.04, -0.28, 1.06, -0.38, -0.10, -0.05, -0.05, -0.06, -0.10, -0.40, -0.16, -0.06, -0.05, -0.04, -0.08, -0.17, -0.08, 0.10, 0.13, 0.13, 0.13, 0.13, 0.13, 0.13, 0.11, 0.10, 0.12, 0.12, 0.12, 0.07, 0.12, 0.12, 0.12, 0.12, 0.08, 0.12, 0.12, 0.13, 0.13, 0.13, 0.13, 0.12, 0.12, 0.08, 0.12, 0.12, 0.11, 0.11, 0.07, 0.11, 0.12, 0.12, 0.11, 0.63, -1.12, 0.63, -0.38, -0.24, 0.20, -0.25, 0.19, -0.07, -0.22

=====

Entry 9:
A gas-phase ion, C9H22N2S (charge +2), computed with wB97M-V/def2-TZVPD.

Results
**HOMO energy (alpha / beta)**: -11.9 / -17.1 eV
**Expectation value of S²**: 2.011
**Total charge**: +2
**Spin multiplicity**: 3
**Kohn-Sham gap (alpha / beta)**: 5.886 / 6.753 eV

```
34
C9H22N2S | OMol25 | wB97M-V/def2-TZVPD
C -3.17 0.86 1.66
C 1.27 0.81 0.04
C 1.52 -1.41 -0.93
C -0.22 0.54 0.17
C -0.01 -1.68 -0.66
C 2.06 -0.47 0.11
C 4.23 0.73 0.58
C -3.46 -0.35 0.80
C -3.10 0.88 -1.70
N -0.71 -0.39 -0.77
N 3.52 -0.17 -0.30
S -2.43 -0.59 -0.94
H -2.11 0.84 2.05
H -3.23 1.83 1.10
H 1.44 1.13 -0.98
H 1.67 1.57 0.74
H 1.94 -2.38 -0.97
H 1.49 -0.89 -1.89
H -0.42 0.03 1.17
H -0.78 1.46 0.20
H -0.47 -2.38 -1.46
H -0.25 -2.32 0.33
H 1.91 -0.99 1.09
H 5.14 0.97 -0.07
H 3.74 1.71 0.70
H 4.48 0.34 1.50
H -4.50 -0.42 0.44
H -3.80 0.60 2.47
H -3.24 -1.33 1.32
H -2.73 1.81 -1.17
H -4.14 0.69 -1.75
H -2.80 0.95 -2.79
H 4.16 -0.95 -0.39
H 3.51 0.29 -1.24
```

Charges in e, computed with natural (NBO), in the same order as the atoms: -0.65, -0.44, -0.43, -0.29, -0.31, -0.04, -0.43, -0.41, -0.77, -0.22, -0.49, 0.60, 0.19, 0.23, 0.21, 0.26, 0.26, 0.22, 0.26, 0.26, 0.28, 0.28, 0.25, 0.25, 0.24, 0.25, 0.25, 0.28, 0.23, 0.23, 0.28, 0.27, 0.45, 0.44